(1)
ORCA calculation (ωB97M-V with the def2-TZVPD basis set) on C8H8NOReSSe4 as an isolated structure in a non-equilibrium geometry.

```
! wB97M-V def2-TZVPD RIJCOSX def2/J DEFGRID3
* xyz 1 4
Re -1.581 0.336 2.226
Se -3.382 1.737 2.604
Se -4.277 1.363 4.812
Se -2.550 0.615 5.965
Se -0.751 0.576 4.412
N -3.067 -2.298 3.133
C -2.525 -1.319 2.834
C -1.660 -0.607 -1.413
S -0.450 -0.264 -0.152
O -0.850 1.169 0.377
C 1.065 -0.070 -1.027
C 1.420 1.178 -1.520
C 2.619 1.284 -2.205
C 3.421 0.164 -2.389
C 3.046 -1.073 -1.882
C 1.858 -1.199 -1.180
H -1.671 0.218 -2.123
H -2.623 -0.729 -0.920
H -1.366 -1.537 -1.900
H 0.787 2.039 -1.353
H 2.931 2.244 -2.594
H 4.356 0.260 -2.925
H 3.683 -1.934 -2.023
H 1.567 -2.153 -0.757
*
```

* orbital gap (spin up / spin down): 6.55 / 5.85 eV
* maximum force: 1.0 eV/A
* total energy: -286305.303 eV
* molecular weight: 668.27 g mol⁻¹
* ΔE to the lowest compared entry with this formula, charge and spin: 1.9 kcal/mol

=====

(2)
ORCA calculation (ωB97M-V with the def2-TZVPD basis set) on C8H8O as an isolated structure in a non-equilibrium geometry.

```
! wB97M-V def2-TZVPD RIJCOSX def2/J DEFGRID3
* xyz 0 1
C -1.365 -0.324 1.919
C -0.246 -1.148 2.164
C -1.321 0.522 0.847
C 0.802 -1.306 1.274
C -0.211 0.389 0.051
C 0.864 -0.405 0.240
C 0.183 0.527 -1.367
C 1.301 1.372 -1.963
O -0.420 -0.199 -2.282
H -2.308 -0.339 2.478
H -0.334 -2.042 2.927
H -2.256 0.995 0.598
H 1.536 -2.125 1.365
H 1.749 0.871 -2.745
H 2.045 1.740 -1.216
H 0.865 2.342 -2.566
H -0.882 -0.870 -1.726
*
```

* orbital gap: 8.54 eV
* maximum force: 4.2 eV/A
* total energy: -10468.810 eV
* molecular weight: 120.15 g mol⁻¹
* ΔE to the lowest compared entry with this formula, charge and spin: 76.4 kcal/mol

=====

(3)
ORCA calculation (ωB97M-V with the def2-TZVPD basis set) on one molecule with the formula C8H8O3 in a non-equilibrium geometry.

```
! wB97M-V def2-TZVPD RIJCOSX def2/J DEFGRID3
* xyz 0 1
C -2.013 0.674 -1.599
C -0.801 -0.177 -2.033
C 0.930 -0.062 -0.279
C -0.189 -0.084 0.611
C 0.030 -0.261 1.994
C 1.353 -0.390 2.399
C 2.504 -0.178 1.554
C 2.261 -0.079 0.163
H -3.968 0.413 -1.551
H -0.924 -1.213 -1.899
H -0.673 0.059 -3.095
H -1.213 0.216 0.282
H -0.696 -0.268 2.864
H 1.519 -0.515 3.485
H 3.478 -0.040 2.068
H 3.148 0.084 -0.475
O -3.118 -0.093 -1.654
O -2.129 1.822 -1.246
O 0.502 0.092 -1.590
*
```

* orbital gap: 9.24 eV
* SMILES: O=C(O)COc1ccccc1
* maximum force: 3.4 eV/A
* total energy: -14566.834 eV
* molecular weight: 152.15 g mol⁻¹
* ΔE to the lowest compared entry with this formula, charge and spin: 44.2 kcal/mol

=====

(4)
ORCA calculation (ωB97M-V with the def2-TZVPD basis set) on one molecule with the formula C8H8O3 in a non-equilibrium geometry.

```
! wB97M-V def2-TZVPD RIJCOSX def2/J DEFGRID3
* xyz 0 1
C -2.612 1.607 -1.123
C -1.508 0.666 -0.722
C -1.455 -0.622 -1.248
C -0.446 -1.500 -0.836
C 0.576 -1.085 -0.009
C 0.549 0.223 0.468
C -0.473 1.104 0.125
C 1.672 0.769 1.299
H -2.274 2.640 -1.052
H -3.060 1.403 -2.116
H -3.447 1.503 -0.386
H -2.279 -0.945 -1.906
H -1.132 -3.000 -1.827
H 1.448 -1.723 0.136
H -0.491 2.082 0.584
H 1.851 -0.995 2.086
O -0.361 -2.760 -1.275
O 2.322 -0.150 2.070
O 1.986 1.919 1.300
*
```

* orbital gap: 9.47 eV
* SMILES: Cc1cc(O)cc(C(=O)O)c1
* maximum force: 1.7 eV/A
* total energy: -14568.598 eV
* molecular weight: 152.15 g mol⁻¹
* ΔE to the lowest compared entry with this formula, charge and spin: 3.5 kcal/mol

=====

(5)
ORCA calculation (ωB97M-V with the def2-TZVPD basis set) on a 3-piece molecular cluster, C8H8O7 overall in a non-equilibrium geometry.

```
! wB97M-V def2-TZVPD RIJCOSX def2/J DEFGRID3
* xyz 0 1
C 4.054 -0.991 0.086
C 3.094 -0.684 -0.840
C 1.894 -0.816 -0.180
C 2.144 -1.114 1.114
C -4.108 0.968 -0.915
C -2.926 0.418 -0.543
C -2.711 -0.461 0.600
C 0.885 2.525 0.816
O -3.836 -0.885 1.245
O 3.445 -1.203 1.328
O 3.226 -0.139 -2.044
O 0.652 -0.617 -0.802
O 1.141 2.713 -0.299
O 0.619 2.254 1.887
O -1.603 -0.852 0.914
H 5.140 -0.949 -0.075
H -4.100 1.580 -1.737
H -5.140 0.880 -0.754
H -1.959 0.721 -0.880
H 2.354 -0.102 -2.610
H -0.012 -0.530 -0.116
H -3.634 -1.438 1.918
H 1.382 -1.278 1.887
*
```

* orbital gap: 7.76 eV
* SMILES: C=CC(=O)O.Oc1cocc1O.O=C=O
* maximum force: 5.3 eV/A
* total energy: -22756.207 eV
* molecular weight: 216.15 g mol⁻¹
* ΔE to the lowest compared entry with this formula, charge and spin: 0.0 kcal/mol